Run a
Molecular formula: C4H6N2S
Method: DFT, the ωB97M-V functional and the def2-TZVPD basis

Values from the calculation:
E_LUMO = 0.55 eV
HOMO energy = -7.59 eV
Frontier orbital gap = 8.13 eV
SMILES = Cn1[nH]ccc1=S
Total charge = 0

Last column: Mulliken charge in e.
Positions of all 13 atoms, in Å:
C  0.56436  -1.73808  0.42482  -0.929
H  -0.27583  -2.24729  0.83020  0.339
S  1.43413  -0.20956  -2.31709  -0.410
H  1.32158  -1.62040  1.20086  0.314
N  -0.64284  0.32802  0.86428  -0.272
N  -0.03455  -0.46633  -0.08943  0.154
H  -1.35303  -0.13498  1.46912  0.285
C  0.44908  0.32675  -1.08499  0.172
C  -0.73045  1.59106  0.42410  -0.155
H  0.81864  -2.34022  -0.46609  0.352
H  -0.01549  2.55307  -1.43318  0.359
H  -1.41222  2.29758  0.98250  0.340
C  -0.12338  1.66039  -0.80510  -0.550

***

Run b
Molecular formula: C4H6N2S
Method: DFT, the ωB97M-V functional and the def2-TZVPD basis

Values from the calculation:
E_LUMO (spin up / spin down) = -0.13 / -0.14 eV
HOMO energy (spin up / spin down) = -8.40 / -8.37 eV
Frontier orbital gap (spin up / spin down) = 8.26 / 8.23 eV
Total charge = 0

Last column: Mulliken charge in e.
Positions of all 13 atoms, in Å:
H  4.75773  -0.68888  1.15398  0.336
S  -3.25081  -0.02729  0.32863  0.319
N  1.67647  -0.13439  0.19143  0.054
H  2.89919  -1.67847  -0.23693  0.291
H  -4.68891  -0.67379  -1.18410  0.227
H  -1.90915  1.64305  -0.68202  0.361
C  0.76626  0.56314  0.14880  -0.272
C  -2.80897  1.17639  -0.77656  -0.586
H  3.47381  0.52041  1.62321  0.291
N  -4.52700  -0.88552  -0.19127  -0.541
H  -3.12875  1.17049  -1.79857  0.239
C  3.87234  -0.23163  1.05585  -0.762
C  2.86779  -0.75352  0.36756  0.044

***

Energies in eV, measured from the most stable structure: run a 0.000; run b 3.730.